1.
{
  "formula": "C34H41BN7O5PPbS",
  "method": "ωB97M-V/def2-TZVPD",
  "symbols": ["Pb", "O", "C", "C", "C", "C", "C", "C", "C", "P", "C", "C", "C", "C", "C", "C", "C", "C", "C", "C", "C", "C", "H", "H", "H", "H", "H", "H", "H", "H", "H", "H", "H", "H", "H", "H", "C", "C", "C", "O", "C", "O", "O", "H", "H", "H", "H", "H", "H", "H", "N", "C", "C", "N", "C", "C", "N", "H", "H", "H", "H", "H", "C", "N", "C", "C", "O", "N", "C", "C", "H", "H", "H", "H", "H", "H", "H", "H", "H", "H", "H", "H", "B", "C", "N", "H", "H", "H", "S", "C", "N"],
  "xyz": [[-0.643816, -0.061740, 0.075484], [1.723010, -3.671963, 0.336922], [2.286062, -2.636503, 0.434714], [3.516065, -2.219732, -0.295370], [4.601807, -3.080987, -0.133565], [5.820625, -2.772142, -0.707649], [5.944803, -1.607452, -1.455433], [4.849233, -0.779095, -1.640698], [3.611635, -1.059962, -1.062836], [2.130637, 0.007662, -1.458723], [2.181888, -0.045023, -3.289216], [1.353744, -0.982933, -3.905898], [1.346919, -1.110387, -5.289952], [2.160818, -0.302558, -6.068803], [2.985560, 0.638505, -5.461396], [2.995224, 0.769641, -4.080957], [2.749673, 1.663922, -0.979896], [3.571387, 1.793172, 0.142631], [3.946585, 3.049632, 0.604648], [3.491290, 4.189938, -0.041502], [2.646362, 4.072490, -1.138675], [2.270630, 2.819034, -1.600168], [4.480528, -3.981634, 0.456911], [6.664534, -3.437965, -0.579797], [6.896211, -1.344981, -1.900824], [4.959394, 0.106107, -2.251118], [0.705466, -1.606669, -3.298023], [0.693585, -1.838796, -5.754024], [2.150487, -0.397451, -7.147487], [3.620891, 1.277311, -6.064227], [3.627584, 1.523691, -3.629663], [3.925314, 0.909317, 0.662002], [4.592410, 3.133616, 1.471499], [3.780077, 5.170258, 0.318063], [2.259894, 4.958757, -1.626624], [1.577195, 2.742248, -2.429181], [-4.460187, -1.314574, -2.428121], [-3.073396, -0.792843, -2.139661], [-2.663140, 0.301425, -3.106983], [-3.050600, -0.181547, -0.814610], [-2.017888, -1.920530, -2.161787], [-2.296265, -3.023355, -2.611256], [-0.866078, -1.581664, -1.674460], [-5.176229, -0.490548, -2.424128], [-4.758635, -2.058455, -1.684545], [-4.473429, -1.807277, -3.398180], [-3.348226, 1.148195, -3.024675], [-2.684559, -0.086015, -4.126811], [-1.655048, 0.658379, -2.891459], [-3.424068, -0.820189, -0.190149], [-2.144791, -5.947228, 0.347741], [-2.285287, -4.774279, 1.037535], [-1.640899, -3.605297, 0.587141], [-1.778442, -2.464974, 1.229111], [-2.530841, -2.448806, 2.346659], [-3.134238, -3.605514, 2.783938], [-3.025604, -4.771069, 2.134365], [-1.809392, -5.912088, -0.598194], [-2.752390, -6.703573, 0.605378], [-1.046492, -3.605037, -0.323366], [-2.620794, -1.499436, 2.864387], [-3.737406, -3.611261, 3.684864], [0.042794, 2.887400, 2.475235], [-1.331285, 3.009411, 2.951036], [-1.742125, 4.361536, 3.297438], [-2.195132, 1.975062, 2.825090], [-1.911740, 0.955920, 2.176873], [-3.434902, 2.124803, 3.423199], [-4.462741, 1.200610, 2.972548], [-3.493828, 2.444479, 4.847454], [0.730124, 3.222036, 3.253638], [0.188549, 3.497066, 1.580265], [0.259299, 1.852883, 2.240372], [-1.334107, 5.048362, 2.553613], [-1.368936, 4.655619, 4.282087], [-2.824816, 4.442287, 3.285034], [-4.374632, 1.042646, 1.900706], [-5.440547, 1.634922, 3.185328], [-4.396493, 0.230159, 3.477862], [-2.546515, 2.857052, 5.186513], [-3.694409, 1.538530, 5.428382], [-4.285603, 3.168072, 5.055062], [0.996594, -1.109468, 3.945123], [1.471425, -1.423269, 2.517314], [1.836074, -1.682014, 1.447781], [0.861471, -2.254244, 4.367586], [1.856260, -0.478124, 4.518776], [-0.077376, -0.545889, 3.870311], [-0.870681, 4.931372, -0.765360], [-0.783033, 3.307041, -0.773632], [-0.693100, 2.136003, -0.759555]],
  "atomic_forces_ev_per_a": [[-0.14, -0.19, 0.23], [-0.19, -0.19, 0.06], [0.13, 0.43, -0.06], [-0.11, -0.02, 0.21], [0.00, -0.03, 0.00], [-0.02, 0.03, -0.05], [-0.05, 0.00, 0.03], [0.05, -0.01, 0.02], [-0.08, 0.17, -0.12], [0.50, -0.03, 0.02], [-0.04, 0.10, -0.01], [-0.03, -0.06, 0.05], [0.01, -0.01, 0.04], [0.03, 0.04, 0.05], [-0.02, -0.02, 0.00], [-0.04, 0.00, 0.02], [0.07, -0.08, 0.11], [0.02, 0.03, -0.04], [-0.06, -0.07, -0.01], [-0.04, -0.02, -0.02], [0.04, 0.01, 0.00], [0.00, -0.05, -0.01], [0.00, 0.04, -0.04], [-0.02, 0.04, 0.02], [-0.03, -0.02, -0.02], [-0.02, 0.05, -0.03], [0.02, 0.06, -0.04], [0.02, 0.01, 0.01], [0.00, 0.00, 0.02], [-0.04, -0.03, 0.03], [-0.01, 0.00, 0.06], [0.03, 0.02, -0.03], [-0.04, -0.02, -0.05], [-0.01, -0.03, -0.02], [0.00, -0.07, 0.03], [0.06, 0.01, -0.02], [-0.15, -0.02, 0.08], [0.05, 0.07, -0.01], [0.02, 0.11, 0.00], [0.14, -0.05, 0.11], [0.27, -0.12, 0.12], [0.05, 0.14, 0.01], [-0.22, 0.03, -0.06], [0.02, -0.03, 0.00], [0.01, 0.01, -0.03], [-0.01, 0.01, 0.01], [0.01, -0.07, -0.03], [-0.01, 0.02, 0.02], [-0.03, -0.01, -0.01], [-0.06, 0.02, -0.02], [0.12, 0.17, 0.16], [-0.01, -0.24, -0.17], [0.06, 0.20, -0.15], [-0.13, 0.03, 0.06], [0.12, 0.05, -0.09], [-0.03, -0.15, -0.01], [-0.07, 0.14, 0.15], [-0.05, 0.01, -0.04], [-0.05, -0.01, -0.01], [-0.06, 0.00, 0.10], [0.02, -0.09, -0.04], [0.01, 0.01, -0.02], [-0.15, 0.09, 0.04], [0.09, 0.01, 0.03], [0.07, -0.02, -0.05], [0.19, 0.10, -0.23], [-0.24, -0.04, 0.00], [0.03, -0.12, 0.05], [0.00, 0.03, 0.10], [-0.03, 0.04, -0.11], [0.00, 0.02, 0.03], [0.02, -0.01, 0.07], [0.02, -0.10, 0.06], [-0.02, -0.02, -0.02], [0.00, -0.01, 0.01], [0.01, 0.00, -0.02], [0.01, 0.03, 0.02], [0.02, 0.00, 0.02], [0.01, -0.01, -0.01], [-0.05, -0.02, -0.02], [0.01, -0.01, 0.00], [0.01, -0.02, -0.03], [-0.13, -0.17, 0.17], [-0.20, 0.38, 0.84], [0.34, -0.57, -1.00], [0.03, 0.26, -0.01], [-0.08, -0.10, -0.14], [0.17, -0.08, -0.10], [-0.01, -0.29, 0.01], [-0.06, 0.17, 0.07], [-0.11, 0.17, -0.38]],
  "mol_weight_g_mol": 908.80,
  "de_lowest_kj_mol": 96.9,
  "total_energy_ha": -3037.00464,
  "lumo_ev": -0.7,
  "gap_ha": 0.2677
}


2.
{
  "formula": "C34H41CaN4O6PS",
  "method": "ωB97M-V/def2-TZVPD",
  "symbols": ["Ca", "O", "C", "C", "N", "C", "C", "O", "O", "C", "C", "O", "O", "H", "H", "H", "H", "H", "H", "H", "H", "H", "C", "C", "C", "C", "C", "O", "C", "N", "C", "C", "C", "C", "C", "C", "P", "C", "C", "C", "C", "C", "C", "C", "C", "C", "C", "C", "C", "H", "H", "H", "H", "H", "H", "H", "H", "H", "H", "H", "H", "H", "H", "H", "H", "H", "H", "H", "H", "H", "H", "H", "H", "C", "N", "C", "C", "N", "C", "S", "H", "H", "H", "H", "H", "H", "H", "H"],
  "xyz": [[0.025969, -0.627120, 0.473228], [-1.074490, -3.009619, 0.592020], [-0.982684, -3.527338, 1.912360], [-1.558510, -2.563018, 2.941857], [-1.060280, -1.202441, 2.741441], [-2.175962, -0.254553, 2.581539], [-2.846781, -0.533218, 1.230621], [-3.938195, -1.088831, 1.174803], [-2.118857, -0.244002, 0.220253], [-0.122171, -0.763250, 3.767601], [0.732268, 0.444249, 3.313237], [1.199133, 1.186931, 4.160733], [0.869717, 0.540672, 2.052954], [-1.985529, -2.721843, 0.427604], [0.084760, -3.700956, 2.077309], [-1.498377, -4.497262, 1.973745], [-1.319093, -2.926006, 3.950824], [-2.652474, -2.563787, 2.854655], [-1.774081, 0.760930, 2.585086], [-2.905028, -0.360183, 3.397383], [0.574547, -1.586175, 3.967774], [-0.626960, -0.519036, 4.713331], [2.027646, -3.746379, -0.452266], [3.037641, -2.743428, 0.079557], [2.758896, -2.402896, 1.536702], [3.166324, -1.492343, -0.814697], [4.601994, -0.953712, -0.834393], [4.454375, 0.448721, -0.650270], [3.155642, 0.681106, -0.339402], [2.374145, -0.324967, -0.391543], [2.926343, 2.120599, -0.030387], [4.081630, 2.830710, 0.309027], [4.061012, 4.195765, 0.529560], [2.878302, 4.894673, 0.378122], [1.728259, 4.202961, 0.054536], [1.716328, 2.822687, -0.124257], [0.079416, 2.064989, -0.422726], [-0.952341, 2.846051, 0.856354], [-2.334115, 2.846157, 0.671721], [-3.178538, 3.246045, 1.692459], [-2.653992, 3.632771, 2.917481], [-1.283090, 3.611898, 3.116257], [-0.434100, 3.219196, 2.093555], [-0.417901, 2.922981, -1.952980], [-0.129452, 2.271710, -3.147265], [-0.412731, 2.872598, -4.361720], [-1.001249, 4.126814, -4.394166], [-1.302311, 4.777130, -3.207930], [-1.010697, 4.180619, -1.994798], [2.002993, -4.631789, 0.185493], [2.284521, -4.063684, -1.463825], [1.021678, -3.331585, -0.496901], [4.025857, -3.224094, 0.039865], [1.799851, -1.889125, 1.641319], [3.502474, -1.733239, 1.966975], [2.719261, -3.310612, 2.139827], [2.829888, -1.762150, -1.823121], [5.122664, -1.119026, -1.779665], [5.210386, -1.346556, -0.011564], [5.014729, 2.299939, 0.399482], [4.971381, 4.706286, 0.806084], [2.844228, 5.965427, 0.521254], [0.798660, 4.747317, -0.040280], [-2.756368, 2.508150, -0.266822], [-4.248233, 3.238756, 1.534009], [-3.314409, 3.934072, 3.718038], [-0.862194, 3.877737, 4.075573], [0.626779, 3.157665, 2.284897], [0.296705, 1.275565, -3.125882], [-0.184636, 2.352599, -5.281255], [-1.232396, 4.593981, -5.340426], [-1.766365, 5.753626, -3.226897], [-1.254625, 4.695784, -1.076568], [-0.672029, -4.412865, -3.474491], [-1.701002, -3.534064, -3.003652], [-3.029100, -4.030054, -2.691354], [-3.714569, -2.800853, -2.056396], [-2.647525, -1.812748, -2.021814], [-1.500694, -2.309334, -2.499463], [-0.017216, -1.509339, -2.475170], [-0.447670, -5.179883, -2.725725], [0.223811, -3.826947, -3.665515], [-0.992159, -4.902461, -4.395265], [-2.957099, -4.881723, -2.003319], [-3.534137, -4.370955, -3.598433], [-4.087810, -2.987250, -1.045983], [-4.548442, -2.444848, -2.665716], [-2.611533, -1.088353, -1.284208]],
  "atomic_forces_ev_per_a": [[0.37, -0.83, -1.04], [-0.10, 0.22, -0.27], [0.00, -0.30, 0.27], [-0.10, -0.23, 0.08], [-0.04, 0.06, -0.13], [-0.24, 0.10, 0.22], [-0.13, -0.03, 0.34], [-0.23, -0.19, 0.03], [-0.35, 0.20, -0.40], [0.14, 0.03, 0.26], [-0.28, -0.01, 0.43], [0.07, 0.01, 0.21], [0.47, 0.32, 0.03], [0.00, -0.04, 0.01], [-0.08, 0.03, 0.04], [0.12, 0.15, 0.05], [-0.05, 0.01, -0.12], [0.15, -0.01, -0.02], [-0.03, 0.00, -0.01], [0.07, 0.06, -0.09], [-0.03, 0.07, 0.02], [0.07, 0.00, -0.08], [-0.06, -0.07, -0.02], [0.23, -0.05, 0.00], [-0.06, 0.10, -0.04], [0.11, -0.18, -0.20], [0.12, -0.18, -0.08], [0.06, 0.16, -0.05], [-0.04, 0.09, -0.04], [-0.10, 0.10, 0.18], [0.04, 0.07, 0.02], [0.06, 0.12, 0.04], [0.03, -0.12, -0.01], [0.00, 0.03, 0.00], [0.02, 0.04, 0.03], [0.03, 0.06, 0.03], [0.02, 0.10, -0.20], [0.03, -0.08, 0.10], [-0.04, 0.01, -0.08], [-0.07, 0.03, -0.01], [-0.02, 0.00, 0.02], [0.01, 0.03, 0.06], [-0.02, -0.01, -0.02], [0.04, -0.05, 0.02], [0.01, -0.13, -0.02], [-0.02, 0.04, -0.09], [0.02, -0.04, -0.05], [-0.04, 0.09, -0.04], [0.00, 0.01, 0.07], [0.00, -0.04, 0.01], [0.00, 0.01, -0.03], [-0.05, -0.01, 0.01], [-0.11, 0.00, 0.00], [0.07, -0.08, 0.17], [0.05, 0.06, 0.01], [0.03, 0.00, 0.02], [0.07, 0.02, 0.08], [-0.04, -0.04, 0.11], [-0.08, 0.01, -0.07], [0.04, -0.01, 0.01], [0.07, 0.03, 0.01], [0.01, 0.05, 0.01], [-0.01, 0.01, 0.01], [0.01, 0.00, -0.02], [-0.05, 0.01, 0.00], [-0.04, 0.02, 0.06], [0.01, 0.01, 0.05], [0.04, 0.00, 0.02], [0.00, 0.00, 0.02], [0.01, -0.02, -0.07], [-0.01, 0.03, -0.07], [-0.02, 0.05, -0.01], [-0.05, 0.02, 0.07], [0.13, -0.15, -0.09], [-0.13, -0.03, -0.02], [-0.18, -0.07, 0.05], [-0.20, -0.11, 0.00], [0.06, 0.08, 0.35], [0.16, 0.23, 0.02], [0.12, 0.21, 0.12], [0.02, -0.01, -0.02], [-0.01, -0.04, 0.00], [0.01, -0.02, -0.01], [-0.03, 0.07, -0.04], [-0.01, 0.02, 0.06], [-0.03, -0.03, -0.11], [0.04, -0.04, 0.07], [-0.03, -0.02, -0.28]],
  "mol_weight_g_mol": 704.84,
  "de_lowest_kj_mol": 19.5,
  "total_energy_ha": -3408.05031,
  "lumo_ev": 0.4,
  "gap_ha": 0.3148
}